# 1
Formula: C18H38BBrClCuI2N2O6P
Source: the OMol25 dataset
Level of theory: wB97M-V/def2-TZVPD

Atoms and positions in Å:
I  -4.437  -3.446  0.511
I  -2.636  -0.305  1.891
Br  -0.465  1.426  -3.112
Cu  2.460  3.919  3.602
Cl  0.911  -1.114  1.946
P  -3.313  1.520  -0.674
O  3.328  1.391  -0.145
O  -0.993  0.448  -0.649
O  -4.421  1.859  0.497
O  -0.479  -2.711  -4.480
O  3.481  -0.727  0.928
O  -4.117  1.328  -2.115
N  0.387  1.427  1.337
N  -2.370  2.860  -0.815
C  0.586  2.723  0.688
C  -5.240  -1.796  -1.890
C  -0.923  -2.188  -3.217
C  -4.409  -1.530  -0.555
C  -2.927  -1.210  -0.978
C  1.008  0.272  0.706
C  0.351  -1.718  -0.850
C  3.597  -1.378  4.571
C  0.204  -2.465  -2.205
C  1.716  1.874  3.556
C  -2.194  -0.022  -0.266
C  1.885  -0.252  -4.214
C  2.127  -0.031  -2.667
C  3.609  0.183  4.298
C  2.153  0.708  4.546
C  0.958  0.659  -1.897
C  0.298  -0.177  -0.691
C  0.360  1.598  2.769
B  2.642  0.326  0.515
H  -1.810  -2.818  -2.943
H  -0.408  -2.153  -0.159
H  1.161  -2.473  -2.777
H  -2.456  3.236  -1.770
H  4.500  -1.877  4.181
H  3.019  0.637  -2.644
H  -5.040  1.593  -1.991
H  1.561  2.788  4.277
H  -4.605  -2.132  -2.727
H  -0.256  2.507  2.982
H  -1.256  -2.782  -5.039
H  2.496  -0.965  -2.186
H  1.388  -0.094  4.541
H  4.023  0.435  3.304
H  1.643  3.087  0.646
H  4.284  0.599  5.079
H  2.689  -0.890  -4.625
H  0.908  -0.712  -4.440
H  0.025  3.555  1.173
H  1.381  1.619  -1.536
H  0.121  2.693  -0.324
H  -1.302  -1.155  -3.328
H  -2.958  -0.969  -2.068
H  2.592  2.181  2.864
H  1.358  -2.042  -0.496
H  2.676  -1.818  4.132
H  3.480  -1.502  5.670
H  -4.949  -0.733  -0.021
H  0.096  -3.542  -1.930
H  1.954  0.734  -4.720
H  -5.755  -0.837  -2.130
H  4.380  -0.384  0.961
H  -0.197  0.848  3.369
H  -2.383  -2.177  -0.927
H  2.137  1.109  5.585
H  3.724  1.960  0.521
H  -6.049  -2.527  -1.706
H  -5.306  1.548  0.256

Output
Multiplicity = 2
Total charge = +2
<S²> = 0.7552
LUMO (alpha / beta) = -7.80 / -8.66 eV
Orbital gap (alpha / beta) = 5.8 / 5.0 eV

Löwdin atomic charge list, values in e, 2 entries: atom 1 (I): 0.87, atom 2 (I): 1.06

# 2
Formula: C18H38BN4O19S4
Source: the OMol25 dataset
Level of theory: wB97M-V/def2-TZVPD

Atoms and positions in Å:
S  -1.355  -1.868  4.453
S  1.758  -5.572  -2.342
S  -0.846  -6.843  2.544
S  -2.410  2.776  -4.710
O  -0.937  -6.625  3.947
O  -3.072  1.607  -5.605
O  -3.768  3.569  -4.408
O  -2.505  -1.058  4.584
O  -0.399  -1.617  3.432
O  -1.812  -3.403  4.361
O  -2.571  0.615  2.750
O  -1.998  -7.173  1.784
O  0.952  -6.391  -3.446
O  -0.132  -5.592  1.875
O  0.588  -4.581  -1.924
O  -0.584  -1.982  5.853
O  -0.925  1.861  3.621
O  -1.930  2.236  -3.497
O  0.301  -7.910  2.268
O  2.801  -4.855  -2.976
O  -1.677  6.283  1.275
O  -1.591  3.560  -5.564
O  2.025  -6.412  -1.223
N  6.340  3.281  1.113
N  -2.075  4.055  -0.838
N  4.618  3.528  -0.569
N  5.818  5.373  0.297
C  -1.875  2.658  1.546
C  -0.499  3.061  1.003
C  1.265  -5.871  1.676
C  0.223  3.115  -1.679
C  5.596  4.131  0.281
C  -4.498  1.668  -5.523
C  -0.952  -3.201  6.512
C  -0.444  -6.039  -3.407
C  -4.800  3.135  -5.291
C  -1.175  -4.180  5.379
C  -0.527  6.253  0.898
C  1.756  3.237  -1.726
C  -0.456  -4.607  -2.910
C  3.439  3.059  0.190
C  -1.722  1.727  2.731
C  2.492  2.305  -0.744
C  0.023  5.478  -0.261
C  1.297  -7.354  1.378
B  -0.540  3.924  -0.434
H  -2.343  3.180  -1.279
H  1.115  5.544  -0.168
H  -0.200  -3.900  -3.701
H  2.937  3.914  0.646
H  5.867  2.398  1.249
H  -5.771  3.300  -4.832
H  -1.867  -3.025  7.083
H  6.477  3.719  2.014
H  -0.234  -4.560  4.986
H  0.049  2.120  0.839
H  -2.440  2.090  0.808
H  -4.825  1.054  -4.681
H  -0.158  -3.510  7.187
H  -4.937  1.290  -6.443
H  2.263  -7.808  1.580
H  -0.948  -6.709  -2.709
H  -1.811  -5.015  5.656
H  5.202  5.819  -0.376
H  -2.442  3.535  1.865
H  -4.731  3.708  -6.219
H  0.192  6.902  1.461
H  0.058  3.573  1.797
H  2.090  2.957  -2.737
H  5.031  2.721  -1.029
H  -0.109  2.069  -1.706
H  -0.269  6.046  -1.159
H  -0.144  3.573  -2.603
H  2.088  4.270  -1.605
H  -2.155  4.767  -1.559
H  1.653  -5.268  0.865
H  1.808  1.699  -0.151
H  -1.400  -4.321  -2.458
H  -2.052  -0.131  2.434
H  1.001  -7.567  0.357
H  1.800  -5.631  2.598
H  3.135  1.603  -1.296
H  3.737  2.379  1.006
H  -0.879  -6.148  -4.396

Output
Total charge = -1
LUMO = 1.57 eV
ΔE to the lowest compared entry with this formula, charge and spin = 0.0 kcal/mol
Orbital gap = 5.3 eV

Löwdin atomic charge list, values in e, 2 entries: atom 1 (S): 0.61, atom 2 (S): 0.60

# 3
Formula: C18H38BrN4O4S
Source: the OMol25 dataset
Level of theory: wB97M-V/def2-TZVPD

Atoms and positions in Å:
Br  4.041  -0.895  -0.817
S  1.260  -2.041  3.001
O  -6.219  1.379  -3.147
O  -3.853  2.166  3.184
O  -2.829  3.283  1.521
O  7.964  -1.723  2.215
N  -0.275  0.574  1.714
N  0.563  0.856  -0.462
N  1.858  -0.254  0.989
N  2.426  -0.196  -0.232
C  -5.780  -1.036  -3.320
C  1.123  -3.539  1.957
C  -6.669  0.081  -2.798
C  -1.604  2.704  1.992
C  -5.322  3.084  1.598
C  7.607  -1.643  -0.215
C  7.465  -0.960  1.136
C  -6.119  1.657  -4.535
C  0.673  0.392  0.815
C  2.419  -0.898  2.191
C  -3.919  2.788  2.171
C  10.271  -0.864  2.127
C  1.675  0.468  -1.103
C  0.164  -3.393  0.729
C  -7.436  1.533  -5.281
C  9.343  -2.066  2.161
C  -5.471  2.739  0.075
C  -1.545  1.250  1.430
H  0.702  -4.330  2.603
H  9.547  -2.646  3.061
H  -5.534  4.147  1.819
H  -7.705  -0.061  -3.123
H  -0.791  3.260  1.485
H  -7.303  1.795  -6.331
H  6.404  -0.796  1.343
H  3.311  -1.476  1.870
H  7.099  -2.611  -0.208
H  -8.185  2.198  -4.845
H  -7.835  0.519  -5.239
H  -0.808  -3.885  0.909
H  7.934  0.030  1.123
H  -6.680  0.045  -1.707
H  11.312  -1.190  2.124
H  7.168  -1.023  -1.002
H  -1.767  1.324  0.351
H  -0.161  0.217  2.657
H  -5.738  -1.051  -4.409
H  8.649  -1.825  -0.477
H  -4.758  -0.911  -2.954
H  -5.763  2.686  -4.614
H  10.103  -0.229  2.999
H  2.144  -3.820  1.634
H  0.624  -3.892  -0.145
H  1.872  0.696  -2.150
H  -6.041  2.469  2.157
H  10.112  -0.250  1.239
H  -0.036  -2.348  0.435
H  2.797  -0.150  2.913
H  -5.879  3.629  -0.442
H  9.535  -2.733  1.314
H  -5.349  1.027  -4.994
H  -4.542  2.414  -0.418
H  -1.487  2.754  3.086
H  -6.155  -2.005  -2.986
H  -2.352  0.618  1.851
H  -6.248  1.959  -0.025

Output
Total charge = +1
LUMO = -4.18 eV
ΔE to the lowest compared entry with this formula, charge and spin = 19.1 kcal/mol
Orbital gap = 7.1 eV

Löwdin atomic charge list, values in e, 2 entries: atom 1 (Br): 0.94, atom 2 (S): 0.89

# 4
Formula: C18H38N2O7S
Source: the OMol25 dataset
Level of theory: wB97M-V/def2-TZVPD

Atoms and positions in Å:
S  -1.720  -0.314  3.749
O  -0.494  -0.724  4.715
O  -1.814  -1.308  2.729
O  -1.109  -2.725  -6.957
O  5.665  -2.144  3.306
O  4.270  -1.098  4.777
O  -1.541  -1.015  -2.711
O  -2.872  -0.080  4.555
N  -2.328  1.871  2.339
N  -1.605  -0.006  -5.750
C  5.287  1.456  4.187
C  -2.479  -2.955  -7.220
C  0.728  -0.038  4.403
C  -0.359  -0.494  -6.329
C  5.275  -1.105  3.832
C  -3.130  1.735  0.011
C  -0.795  0.030  -3.300
C  -1.498  -2.256  -3.393
C  -0.605  -1.489  -7.445
C  -0.618  2.112  4.134
C  -2.078  2.327  0.960
C  5.869  0.238  3.448
C  -1.464  0.718  -4.488
C  1.916  -0.691  5.119
C  -1.209  1.288  3.007
C  -2.792  0.279  -0.309
C  0.614  1.422  4.767
C  3.012  -0.971  4.122
H  0.908  -0.173  3.337
H  -2.275  -2.317  -4.159
H  -2.728  -2.732  -8.261
H  -1.719  0.126  -0.315
H  2.766  -1.858  3.540
H  -0.925  1.650  -4.691
H  -0.325  3.096  3.786
H  -1.344  2.254  4.929
H  -2.675  -4.010  -7.035
H  0.201  0.356  -6.731
H  4.502  1.898  3.583
H  -2.617  2.666  2.888
H  0.356  -1.709  -7.916
H  6.941  0.208  3.582
H  -1.703  -3.037  -2.661
H  3.042  -0.139  3.412
H  1.592  -1.581  5.647
H  0.275  -0.994  -5.586
H  -0.694  0.786  -2.516
H  -1.261  -1.070  -8.214
H  -0.518  -2.446  -3.838
H  0.224  -0.309  -3.527
H  0.535  1.482  5.848
H  6.036  2.212  4.377
H  4.863  1.180  5.145
H  -0.398  1.044  2.329
H  -2.472  1.000  -4.174
H  -3.158  2.339  -0.892
H  2.264  0.009  5.872
H  -3.179  -0.012  -1.271
H  1.513  1.967  4.497
H  -2.227  -0.788  -5.601
H  -3.176  -0.361  0.478
H  -4.069  1.803  0.548
H  -2.096  3.413  0.912
H  -1.106  2.005  0.591
H  5.652  0.346  2.392
H  -3.130  -2.369  -6.562

Output
LUMO = 0.33 eV
Orbital gap = 9.1 eV

Löwdin atomic charge list, values in e, 2 entries: atom 1 (S): 0.66, atom 2 (O): -0.18

# 5
Formula: C18H38O6P2Tc
Source: the OMol25 dataset
Level of theory: wB97M-V/def2-TZVPD

Atoms and positions in Å:
Tc  0.023  0.100  0.448
P  1.735  -0.689  -2.293
P  -1.949  1.063  1.965
O  -2.721  0.059  2.952
O  -1.640  2.340  2.869
O  1.789  2.534  1.349
O  1.795  -2.108  1.899
O  -3.183  1.536  0.989
O  -2.085  -1.800  -0.798
C  0.442  -2.832  -3.713
C  -1.332  -1.100  -0.259
C  4.128  -1.216  -0.912
C  1.272  0.383  -3.685
C  1.121  -1.294  1.420
C  -3.703  2.792  4.226
C  1.724  1.824  -3.416
C  -0.223  0.279  -4.014
C  3.556  -0.439  -2.101
C  1.553  -3.358  -1.545
C  1.592  -2.447  -2.778
C  -2.996  2.727  0.178
C  1.108  1.640  1.068
C  -2.168  -1.127  3.639
C  -4.184  2.843  -0.743
C  -1.136  -0.776  4.680
C  4.374  -0.749  -3.365
C  -2.213  2.723  4.200
H  0.468  -3.923  -3.858
H  -4.136  2.090  -1.534
H  -0.811  -0.096  -3.168
H  -0.534  -2.585  -3.276
H  1.645  -4.403  -1.882
H  0.590  -3.254  -1.025
H  -1.581  -0.204  5.503
H  1.348  2.478  -4.211
H  4.073  -0.157  -4.238
H  -5.119  2.725  -0.191
H  -1.755  -1.817  2.890
H  -2.907  3.600  0.841
H  1.322  2.187  -2.463
H  -0.287  -0.219  4.266
H  3.511  -1.118  -0.014
H  -0.741  -1.710  5.098
H  -1.819  2.010  4.921
H  -1.772  3.697  4.400
H  -0.393  -0.387  -4.868
H  2.522  -2.675  -3.325
H  -4.175  3.830  -1.207
H  -3.032  -1.611  4.110
H  -0.617  1.265  -4.278
H  2.357  -3.155  -0.827
H  2.817  1.921  -3.392
H  0.822  -0.079  -0.839
H  3.648  0.639  -1.885
H  -0.518  0.995  -0.348
H  5.123  -0.814  -0.682
H  -4.016  3.254  5.180
H  0.526  -2.368  -4.704
H  -4.152  1.792  4.176
H  1.838  0.003  -4.551
H  5.433  -0.526  -3.171
H  4.250  -2.279  -1.152
H  -4.095  3.414  3.409
H  4.321  -1.813  -3.633
H  -2.062  2.638  -0.394

Output
Multiplicity = 4
Total charge = +4
<S²> = 3.7744
LUMO (alpha / beta) = -16.01 / -18.31 eV
ΔE to the lowest compared entry with this formula, charge and spin = 7.0 kcal/mol
Orbital gap (alpha / beta) = 7.0 / 4.4 eV

Löwdin atomic charge list, values in e, 2 entries: atom 1 (Tc): 0.86, atom 2 (P): 1.27

# 6
Formula: C18H38OP2Pt
Source: the OMol25 dataset
Level of theory: wB97M-V/def2-TZVPD

Atoms and positions in Å:
Pt  -1.665  -1.137  -1.033
P  -1.929  0.606  0.423
P  -0.836  0.042  -2.535
O  -0.733  -2.866  -1.763
C  -1.692  1.738  -2.198
C  2.896  2.410  3.423
C  3.709  2.995  2.277
C  -3.690  0.338  0.025
C  1.431  2.275  3.197
C  -2.401  1.876  1.879
C  1.406  -0.015  1.982
C  0.931  1.119  2.854
C  -0.628  -4.672  -0.289
C  0.861  0.819  -2.505
C  2.643  0.047  1.054
C  -0.662  -0.856  -4.099
C  0.058  -3.378  -0.710
C  1.521  -3.526  -1.172
C  -3.304  -2.387  -0.245
C  3.174  2.594  0.917
C  -1.605  2.092  -0.699
C  2.782  1.389  0.395
H  -3.172  2.574  1.504
H  -1.475  -1.567  -4.305
H  -0.712  -5.287  -1.202
H  1.541  -4.000  -2.167
H  -3.171  -2.534  0.867
H  1.095  1.491  -1.655
H  -0.029  -5.150  0.491
H  -0.516  -0.014  -4.789
H  0.823  1.424  -3.440
H  -2.744  1.765  -2.563
H  -1.653  -4.543  0.101
H  -4.037  -0.317  0.831
H  -1.096  2.478  -2.759
H  1.652  0.056  -2.584
H  -2.801  1.338  2.749
H  -1.512  2.457  2.159
H  3.558  -0.296  1.555
H  1.991  -2.531  -1.248
H  2.960  1.334  -0.688
H  4.743  2.711  2.483
H  3.310  1.440  3.697
H  2.457  -0.747  0.279
H  -3.745  -0.196  -0.949
H  -0.586  2.355  -0.377
H  -4.348  -2.021  -0.457
H  0.270  -1.449  -4.074
H  -2.223  2.962  -0.405
H  1.360  -0.970  2.548
H  3.090  3.037  4.319
H  -4.281  1.245  -0.042
H  3.750  4.093  2.254
H  0.583  -0.060  1.229
H  3.254  3.430  0.204
H  0.762  3.133  3.403
H  -3.368  -3.307  -0.831
H  0.090  -2.768  0.228
H  2.090  -4.117  -0.436
H  -0.176  1.049  2.891

Output
Multiplicity = 3
<S²> = 2.0153
LUMO (alpha / beta) = 0.54 / -1.78 eV
ΔE to the lowest compared entry with this formula, charge and spin = 64.5 kcal/mol
Orbital gap (alpha / beta) = 6.5 / 5.6 eV

Löwdin atomic charge list, values in e, 2 entries: atom 1 (Pt): 0.79, atom 2 (P): 0.71

# 7
Formula: C18H38OP2Sn
Source: the OMol25 dataset
Level of theory: wB97M-V/def2-TZVPD

Atoms and positions in Å:
Sn  2.552  1.193  -0.991
P  -0.764  1.710  -2.486
P  0.650  2.389  1.492
O  -0.478  0.364  -0.066
C  0.332  1.783  -3.976
C  2.988  5.097  0.287
C  -0.629  3.168  -1.196
C  3.825  4.300  -0.431
C  2.548  2.287  1.839
C  -2.324  2.179  -3.281
C  -2.825  0.270  0.655
C  2.272  4.223  -2.826
C  3.748  4.243  -2.960
C  1.540  5.188  -2.266
C  0.523  3.432  -0.143
C  -1.841  -1.564  -0.772
C  -1.705  -0.089  -0.359
C  2.059  -0.951  0.086
C  2.032  6.476  -1.678
C  2.333  6.411  -0.180
C  4.459  4.785  -1.728
C  0.336  3.793  2.710
H  -2.505  1.275  -3.861
H  2.481  -1.823  -0.447
H  0.085  2.561  -4.723
H  5.512  4.477  -1.730
H  -0.754  3.944  2.700
H  1.760  3.535  -3.466
H  3.052  3.236  2.129
H  0.530  4.496  0.216
H  2.905  7.308  0.112
H  -1.913  0.410  -1.378
H  -3.775  -0.140  0.244
H  1.404  6.473  0.397
H  2.965  4.939  1.391
H  1.534  3.422  -0.653
H  -1.655  -2.265  0.042
H  0.585  3.433  3.717
H  -1.570  2.914  -0.672
H  1.264  7.255  -1.758
H  0.215  0.805  -4.445
H  -0.779  4.055  -1.819
H  -2.585  -0.238  1.601
H  -2.885  1.352  0.833
H  4.244  3.415  0.074
H  1.396  1.842  -3.709
H  0.798  4.795  2.580
H  2.877  6.889  -2.225
H  0.452  5.165  -2.359
H  2.613  -0.916  1.040
H  -3.166  2.299  -2.592
H  -2.251  3.048  -3.939
H  4.088  4.862  -3.794
H  -2.874  -1.758  -1.088
H  2.674  1.565  2.671
H  1.042  -1.266  0.393
H  4.428  5.885  -1.721
H  4.093  3.216  -3.164
H  3.255  1.866  1.080
H  -1.209  -1.766  -1.628

Output
Total charge = +2
LUMO (alpha / beta) = -8.52 / -10.52 eV
ΔE to the lowest compared entry with this formula, charge and spin = 0.0 kcal/mol
Orbital gap (alpha / beta) = 5.9 / 3.4 eV

Löwdin atomic charge list, values in e, 2 entries: atom 1 (Sn): 1.44, atom 2 (P): 0.92